This record from the OMol25 dataset describes a structure of composition C33H49ClGeN8Sb2SeTl. The level of theory is the ωB97M-V functional and the def2-TZVPD basis.

```
96
Properties=species:S:1:pos:R:3:forces:R:3:mulliken_charge:R:1
H -6.166 3.961 -0.284 0.009 -0.008 0.000 0.44
H -5.149 2.925 2.322 0.025 0.057 -0.007 0.63
Se 1.916 -0.294 -3.725 -0.106 0.074 0.007 -0.04
Sb -0.098 0.866 2.251 0.091 -0.021 0.310 0.47
H 7.349 -2.521 0.993 0.015 0.013 -0.003 0.35
C 5.355 -3.279 1.133 0.039 -0.001 -0.017 -1.34
C -5.284 0.333 2.933 0.010 0.000 -0.066 -0.33
C -1.693 1.448 3.649 0.009 0.005 -0.168 -1.90
Tl -0.077 -0.566 -1.036 -0.027 0.105 -0.060 0.66
H 0.300 3.282 -5.559 -0.005 0.004 0.005 0.38
H -4.827 0.236 -1.748 -0.009 -0.002 -0.002 0.31
H -6.202 -1.515 3.516 -0.007 0.017 0.009 0.43
H -5.090 3.962 -1.704 -0.007 0.013 0.003 0.34
H -1.927 -0.996 -4.287 0.006 -0.023 0.016 0.47
C -0.548 2.817 -5.057 -0.020 -0.043 -0.029 -1.20
C 0.404 -0.902 3.362 -0.035 0.012 -0.105 -1.03
H -4.580 4.770 -0.206 -0.001 0.000 -0.008 0.38
H -0.338 -1.681 3.185 0.039 -0.023 0.013 0.19
H 2.292 1.719 -2.245 0.023 -0.008 0.006 0.17
H 1.093 2.123 4.336 0.015 -0.015 0.003 0.42
H -0.853 -8.108 -0.370 -0.003 0.005 0.002 0.41
H -3.386 3.100 2.327 0.008 -0.009 0.007 0.39
C 3.734 -1.044 -0.764 -0.112 -0.105 0.092 -0.50
H 1.376 -1.268 3.033 -0.013 0.021 -0.019 0.22
C 6.092 -1.077 0.133 0.063 -0.053 0.109 -1.17
H 6.326 -1.482 -0.851 -0.012 0.025 -0.024 0.35
C -0.039 -7.480 -0.035 0.018 -0.016 0.002 -0.68
H 4.351 -2.948 1.412 0.002 -0.004 -0.006 0.10
H 2.870 -5.240 1.182 -0.002 -0.005 0.000 0.54
H -0.617 1.104 -8.061 -0.001 0.000 0.007 0.36
Ge -0.709 0.918 -5.508 0.007 -0.032 0.005 0.57
H -1.808 2.527 3.544 -0.071 -0.005 0.027 0.66
H 3.869 -1.718 -1.594 0.016 0.023 0.000 0.45
C -1.335 0.704 -7.345 -0.001 0.034 0.028 -1.14
H -1.221 1.261 4.614 -0.007 0.066 0.023 0.66
N 0.570 -2.742 0.408 0.169 -0.070 -0.057 -0.05
H 6.612 -2.284 3.358 -0.002 0.002 -0.001 0.41
C -2.621 -2.975 -0.862 -0.037 0.082 0.146 -0.13
C -5.128 3.924 -0.617 0.011 -0.064 0.068 -1.33
C 1.308 2.129 3.268 -0.037 0.019 -0.122 -1.32
C 1.039 0.000 -5.443 0.095 0.007 -0.004 -0.99
C 0.869 -5.308 0.399 0.040 -0.024 -0.018 0.69
H 0.445 -0.661 4.424 0.013 0.004 -0.004 0.53
C 2.198 -7.252 0.838 -0.003 -0.009 0.004 -0.64
C -1.995 0.092 -4.287 0.029 0.025 0.042 -0.79
C -5.440 0.699 -0.977 0.104 0.009 0.128 -1.13
H 2.318 1.761 3.092 -0.019 -0.014 -0.012 0.35
C 0.720 -3.881 0.394 -0.104 -0.056 0.115 -0.33
H 5.314 -3.705 0.127 -0.016 -0.008 0.014 0.39
C 1.149 -8.051 0.401 -0.003 0.015 0.008 -0.38
C -4.133 1.126 2.923 -0.079 0.001 0.108 0.86
H 3.119 -7.704 1.182 -0.003 -0.001 -0.003 0.41
N -3.002 0.130 0.515 -0.075 -0.141 -0.067 0.07
H -4.140 -2.341 4.631 0.026 -0.010 0.005 0.40
H 0.912 -1.000 -5.862 0.002 -0.003 0.009 0.39
N -2.582 -3.417 -1.928 0.094 -0.016 -0.054 -0.60
C -5.306 -0.909 3.534 0.006 -0.017 -0.021 -0.84
H -1.109 -5.643 -0.369 0.011 -0.015 -0.021 0.43
H 5.641 -4.074 1.821 -0.010 0.002 -0.004 0.53
N 2.610 -0.478 -0.394 0.016 0.172 -0.072 0.05
N 4.154 0.177 0.972 -0.035 -0.018 -0.018 -0.64
C -2.977 0.686 3.577 0.052 -0.082 -0.005 0.91
Cl -2.236 2.617 -1.059 -0.006 -0.104 -0.003 -0.29
N -2.088 -3.779 2.515 0.015 0.007 0.018 -0.58
H 5.427 -1.067 2.876 -0.001 -0.013 0.010 0.25
C -4.154 -1.367 4.163 -0.008 0.012 -0.010 -0.79
C -4.204 2.402 2.159 0.011 -0.114 -0.243 -1.74
C -2.659 -2.389 0.430 -0.007 0.057 -0.012 0.64
H 3.422 1.743 -3.622 0.000 0.025 0.000 0.34
H -2.281 1.231 -7.478 0.001 -0.008 -0.021 0.36
C 6.386 -1.517 2.617 0.008 0.003 -0.039 -1.43
C 2.397 1.554 -3.316 -0.018 -0.074 -0.028 -0.64
C 2.064 -5.876 0.839 -0.011 0.025 -0.003 -0.40
H 1.258 -9.128 0.405 0.001 0.000 -0.004 0.40
H -0.448 2.962 -3.980 0.004 0.015 -0.010 0.32
H -6.287 1.224 -1.413 0.002 -0.002 -0.010 0.43
H -1.454 3.331 -5.383 0.007 0.018 0.024 0.38
H 1.723 2.213 -3.853 0.008 0.014 0.031 0.19
C -0.188 -6.105 -0.038 -0.033 0.064 0.008 -0.33
H -1.497 -0.351 -7.568 0.001 0.006 -0.012 0.37
H 7.151 -0.743 2.690 -0.016 0.008 0.012 0.41
H 6.697 -0.188 0.298 -0.017 0.024 -0.032 0.41
H -3.001 0.369 -4.607 -0.012 -0.012 0.012 0.42
H -6.179 0.704 2.440 -0.013 -0.002 0.029 0.48
H -1.854 0.458 -3.268 -0.009 -0.017 -0.020 -0.27
H 1.238 3.148 2.890 0.012 0.000 0.025 0.39
C -2.355 -3.149 1.587 -0.083 0.021 -0.049 -0.15
N 2.910 0.279 0.683 0.018 -0.060 0.019 0.12
C -2.882 -1.028 0.508 -0.040 -0.097 0.026 0.04
C -3.026 -0.570 4.192 0.046 -0.031 0.014 -0.46
H -2.140 -0.930 4.700 -0.010 -0.005 0.011 0.39
H 1.760 0.517 -6.078 -0.018 -0.026 -0.044 0.43
N 4.694 -0.656 0.074 0.089 0.037 -0.043 0.58
C 6.354 -2.127 1.219 -0.076 -0.015 0.010 0.72
Sb -4.228 2.102 0.029 -0.060 0.362 0.026 1.39
H -5.760 -0.055 -0.261 0.013 -0.008 -0.015 0.38
```
Forces are in eV/Å.

The value obtained for the total energy is -199082.5346 eV. For the LUMO energy, the calculation gives -2.519 eV. The calculation puts the highest occupied orbital energy at -10.045 eV. Its total charge is +1. As for the energy above the lowest of the compared OMol25 structures with the same formula, charge and spin: 0.324 eV. The value obtained for the frontier orbital gap is 7.526 eV.